one.
Entry from the OMol25 dataset: a 2-piece molecular cluster, C5H16N3 overall (ωB97M-V/def2-TZVPD).

For the gap between HOMO and LUMO, the calculation gives 8.26 eV. The value obtained for the HOMO energy is -14.30 eV. The total charge is +1. Its LUMO energy is -6.04 eV.

Each line ends with the natural charge from an NBO analysis.
CARTESIAN COORDINATES (ANGSTROEM)
N -0.95886 -0.26596 -3.10670  -0.751
N -0.66725 1.44808 -1.65610  -0.754
N -0.82140 -1.48072 -1.05672  -0.713
C -0.02480 0.66323 2.54686  -0.616
C 1.61831 0.83513 0.56352  -0.625
C -0.72727 0.01362 -1.76387  0.728
C 0.46790 0.05232 1.23913  -0.183
C 0.76178 -1.44732 1.30011  -0.602
H -0.84245 0.62053 -3.58016  0.408
H 1.37102 -1.68947 2.18065  0.225
H -0.36204 -1.81894 -1.88964  0.388
H -1.88979 -0.62434 -3.28064  0.428
H -0.71650 -0.01097 3.08006  0.222
H -1.66917 1.65720 -1.75242  0.428
H 0.75956 0.96053 3.22447  0.222
H 1.47031 1.92360 0.63730  0.213
H 2.53995 0.44040 0.98161  0.240
H -0.22044 -1.90910 1.32042  0.216
H -0.38263 1.50504 -0.67256  0.427
H 1.65831 0.62728 -0.50219  0.177
H -0.47427 1.63176 2.36109  0.204
H -1.82655 -1.61606 -1.12358  0.392
H 1.31599 -1.70792 0.39869  0.200
H -0.37972 0.19207 0.55066  0.124

---

two.
Entry from the OMol25 dataset: a 2-piece molecular cluster, C5H16N3 overall (ωB97M-V/def2-TZVPD).

For the gap between HOMO and LUMO, the calculation gives 10.65 eV. The value obtained for the HOMO energy is -13.77 eV. The total charge is +1. Its LUMO energy is -3.12 eV.

Each line ends with the natural charge from an NBO analysis.
CARTESIAN COORDINATES (ANGSTROEM)
N -1.01513 1.78976 -0.02122  -0.556
N -2.26304 0.00178 -0.98561  -0.771
N -2.56059 0.62967 1.20772  -0.755
C -0.33476 2.18059 -1.28134  -0.455
C 0.95150 -1.42244 1.36587  -0.618
C 2.92593 -1.68256 -0.18451  -0.609
C 1.54740 -1.03611 0.00080  -0.388
C -1.96381 0.80471 0.03569  0.681
H 1.68616 -1.63041 2.14341  0.226
H 0.19832 3.12300 -1.06227  0.250
H -3.24562 -0.20639 -1.11576  0.433
H 0.27320 -0.58904 1.52193  0.187
H 1.60741 0.02303 -0.26912  0.171
H -3.17517 -0.16775 1.28198  0.420
H -1.03555 2.32206 -2.09820  0.228
H -1.68807 0.16038 -1.81036  0.427
H 0.51785 1.46616 -1.33633  0.236
H -0.89279 2.36587 0.79170  0.424
H 3.32406 -1.50449 -1.19440  0.212
H 0.87552 -1.44973 -0.77061  0.187
H 2.69891 -2.72467 0.03089  0.208
H 3.74976 -1.33946 0.43343  0.215
H 0.39748 -2.34927 1.30417  0.213
H -2.57896 1.23531 2.01213  0.436

---

three.
Entry from the OMol25 dataset: a 2-piece molecular cluster, C5H16N3 overall (ωB97M-V/def2-TZVPD).

For the gap between HOMO and LUMO, the calculation gives 11.00 eV. The value obtained for the HOMO energy is -14.06 eV. The total charge is +1. Its LUMO energy is -3.06 eV.

Each line ends with the natural charge from an NBO analysis.
CARTESIAN COORDINATES (ANGSTROEM)
N 1.39892 -0.84968 1.17535  -0.545
N 2.29513 -2.53025 -0.12967  -0.769
N 2.73666 -2.45986 2.12862  -0.754
C 0.81204 -0.14426 0.04170  -0.242
C -2.49417 2.42155 -1.79642  -0.608
C -0.61810 -0.59983 -0.27880  -0.655
C 2.14065 -1.94802 1.05443  0.676
C -2.40182 2.93516 -0.34931  -0.602
H -3.38075 2.91963 0.12105  0.212
H 2.68669 -1.92943 2.98692  0.425
H 0.78778 0.90290 0.31832  0.236
H -3.02382 1.46757 -1.76685  0.196
H -1.33421 0.09052 0.17246  0.239
H -2.07113 3.98025 -0.29865  0.211
H 1.48272 -0.19354 -0.80531  0.218
H -0.85699 -1.59583 0.07732  0.220
H -0.88503 -0.57559 -1.34325  0.242
H -1.51047 2.17417 -2.17771  0.195
H -1.69855 2.36781 0.26206  0.174
H 1.66101 -2.39243 -0.89956  0.433
H 3.30545 -3.28530 2.06255  0.429
H 3.00154 -3.23297 -0.27500  0.425
H -3.09907 3.11096 -2.38173  0.224
H 1.06552 -0.63355 2.10147  0.419

---

four.
Entry from the OMol25 dataset: a 2-piece molecular cluster, C5H16N3 overall (ωB97M-V/def2-TZVPD).

For the gap between HOMO and LUMO, the calculation gives 5.89 eV. The value obtained for the HOMO energy is -12.95 eV. The total charge is +1. Its LUMO energy is -7.05 eV.

Each line ends with the natural charge from an NBO analysis.
CARTESIAN COORDINATES (ANGSTROEM)
N -1.69878 2.46411 2.06114  -0.821
N 3.04069 -0.39026 -2.42239  -1.098
N 0.94582 -1.68105 -0.47481  -0.565
C -1.08634 -0.15540 -0.69426  0.382
C 0.28475 -0.50253 -1.09848  -0.402
C -1.39073 1.04981 0.04977  -0.582
C -1.68193 1.12672 1.63988  -0.147
C 0.81643 -1.72627 1.03401  -0.412
H 0.97815 0.34463 -1.17117  0.276
H -2.60336 0.59037 1.86300  0.223
H -2.32961 1.42059 -0.37483  0.259
H -0.96678 2.86095 2.62923  0.401
H 0.52749 -2.49511 -0.89868  0.371
H 0.12382 -2.53652 1.27133  0.204
H 3.36005 -0.61847 -3.35506  0.372
H 1.76253 -1.89983 1.50990  0.230
H 3.88095 -0.11477 -1.92833  0.369
H -1.87792 -0.32852 -1.42668  0.230
H -2.58168 2.84541 2.36237  0.396
H 2.67355 -1.21320 -1.96075  0.369
H -0.92628 0.53328 2.16002  0.209
H -0.66722 1.83982 -0.16328  0.306
H 0.28245 -0.81971 1.27814  0.166
H 0.27090 -0.80592 -2.15318  0.265

---

It comes down to three, which is 15.5 kcal/mol more stable than the next structure.